Entry 1:
Entry from the OMol25 dataset: C6H9NO in the gas phase in a non-equilibrium geometry (the ωB97M-V functional and the def2-TZVPD basis).

Each line ends with the natural charge from an NBO analysis.
Cartesian coordinates (Å):
C: 0.903 -0.202 1.218  -0.70
C: 1.775 0.760 -1.038  -0.69
C: 0.755 0.049 -0.227  0.44
O: -0.015 -0.864 -0.890  -0.54
H: 1.361 0.638 1.738  0.23
H: -0.104 -0.445 1.634  0.24
H: 2.646 0.111 -1.208  0.23
H: 2.119 1.655 -0.517  0.24
H: 1.372 1.032 -2.014  0.24
H: 1.488 -1.113 1.392  0.23
C: -1.372 -0.450 -0.557  -0.01
C: -1.999 -1.197 0.459  -0.38
C: -1.075 1.144 -0.150  0.16
N: -1.458 2.217 0.069  -0.37
H: -1.862 -0.315 -1.523  0.25
H: -2.956 -0.880 0.846  0.21
H: -1.578 -2.142 0.766  0.21

## Properties
ΔE to the lowest compared entry with this formula, charge and spin, kcal/mol: 113.5
Total energy, Ha: -363.84332
Kohn-Sham gap (alpha / beta), eV: 7.1 / 8.5
Molecular weight, u: 111.144



Entry 2:
Entry from the OMol25 dataset: a molecular structure, C4H12N4 in a non-equilibrium geometry (the ωB97M-V functional and the def2-TZVPD basis).

Each line ends with the natural charge from an NBO analysis.
Cartesian coordinates (Å):
C: 2.021 0.795 0.929  -0.70
C: 1.140 -0.357 0.499  0.56
N: 0.295 0.218 -1.080  -0.73
N: 1.569 -1.572 0.355  -0.92
H: 0.624 1.125 -1.407  0.41
H: 0.495 -0.536 -1.734  0.41
H: 2.495 -1.697 0.762  0.36
H: 2.521 0.539 1.864  0.24
H: 2.781 0.948 0.157  0.21
H: 1.438 1.713 1.021  0.22
C: -2.005 -0.806 -1.066  -0.70
C: -1.111 0.348 -0.680  0.53
N: -0.334 -0.204 1.304  -0.95
N: -1.491 1.572 -0.504  -0.76
H: -0.615 0.693 1.692  0.39
H: -0.667 -1.108 1.620  0.39
H: -2.476 1.602 -0.241  0.34
H: -2.933 -0.758 -0.495  0.23
H: -1.519 -1.762 -0.861  0.23
H: -2.227 -0.753 -2.136  0.23

## Properties
ΔE to the lowest compared entry with this formula, charge and spin, kcal/mol: 71.7
Total energy, Ha: -378.52402
Kohn-Sham gap, eV: 8.7
Molecular weight, u: 116.168



Entry 3:
Entry from the OMol25 dataset: 2 unconnected molecules or ions with the total composition C11H23N5O5 in a non-equilibrium geometry (the ωB97M-V functional and the def2-TZVPD basis).

Each line ends with the natural charge from an NBO analysis.
Cartesian coordinates (Å):
C: 3.266 -1.645 -0.022  -0.73
C: 2.629 -0.394 -0.589  0.73
O: 1.936 -0.486 -1.597  -0.57
N: 2.778 0.854 0.062  -0.51
C: 4.077 1.069 0.701  -0.42
C: 1.607 1.237 0.880  0.11
C: 0.682 2.116 0.045  -0.25
N: -0.337 1.372 -0.700  -0.55
C: -1.158 0.610 0.282  -0.03
C: -2.439 0.066 -0.359  -0.52
C: -2.363 -1.404 -0.711  0.69
O: -1.567 -1.742 -1.579  -0.60
N: -3.230 -2.319 -0.113  -0.43
C: -2.716 -3.693 -0.277  -0.41
C: -3.495 -2.085 1.317  -0.42
C: -0.244 -0.437 0.867  -0.26
N: 0.914 0.141 1.544  -0.64
H: 2.578 -2.116 0.671  0.23
H: 3.494 -2.317 -0.836  0.25
H: 4.186 -1.455 0.519  0.23
H: 4.846 0.689 0.041  0.21
H: 4.243 2.138 0.749  0.22
H: 4.170 0.634 1.696  0.18
H: 1.989 1.894 1.655  0.21
H: 0.199 2.827 0.702  0.22
H: 1.266 2.670 -0.675  0.30
H: 0.089 0.734 -1.378  0.46
H: -0.908 2.113 -1.172  0.49
H: -1.416 1.309 1.069  0.22
H: -3.292 0.333 0.247  0.23
H: -2.592 0.581 -1.302  0.26
H: -1.706 -3.771 0.115  0.19
H: -2.757 -4.002 -1.308  0.23
H: -3.346 -4.343 0.317  0.20
H: -3.633 -1.044 1.559  0.21
H: -4.416 -2.590 1.585  0.21
H: -2.709 -2.508 1.941  0.18
H: 0.078 -1.092 0.055  0.21
H: -0.803 -1.075 1.546  0.21
H: 1.544 -0.568 1.872  0.37
N: -0.350 4.436 -2.366  0.72
O: -0.740 5.377 -3.036  -0.44
O: -1.198 3.544 -2.008  -0.64
O: 0.846 4.342 -2.011  -0.54

## Properties
ΔE to the lowest compared entry with this formula, charge and spin, kcal/mol: 151.8
Total energy, Ha: -1082.77639
Kohn-Sham gap, eV: 8.4
Molecular weight, u: 305.335



Entry 4:
Entry from the OMol25 dataset: a gas-phase ion, C4H9N2 (charge +1) in a non-equilibrium geometry (the ωB97M-V functional and the def2-TZVPD basis).

Each line ends with the natural charge from an NBO analysis.
Cartesian coordinates (Å):
C: -2.207 0.020 0.503  0.12
N: -0.982 -0.054 0.206  -0.34
C: -0.458 -0.302 -1.098  -0.28
C: 0.651 -0.070 -0.160  0.45
C: 1.393 1.194 0.169  -0.62
N: 1.161 -1.151 0.477  -0.82
H: -2.468 0.495 1.353  0.19
H: -3.051 -0.418 -0.045  0.20
H: -0.664 0.597 -1.831  0.26
H: -0.699 -1.359 -1.448  0.26
H: 0.918 1.914 -0.481  0.23
H: 2.366 1.128 -0.208  0.26
H: 1.231 1.282 1.150  0.24
H: 1.392 -2.010 -0.030  0.42
H: 1.416 -1.266 1.443  0.43

## Properties
ΔE to the lowest compared entry with this formula, charge and spin, kcal/mol: 87.8
Total energy, Ha: -266.95940
Kohn-Sham gap, eV: 10.4
SMILES string: C=[N+]1C[C@]1(C)N
Net charge: +1
Molecular weight, u: 85.130



Entry 5:
Entry from the OMol25 dataset: a molecular structure, C27H28ClCuN3O3S (the ωB97M-V functional and the def2-TZVPD basis).

Each line ends with the natural charge from an NBO analysis.
Cartesian coordinates (Å):
Cu: 0.247 0.573 0.636  0.85
O: 2.265 0.313 -0.053  -0.75
C: 2.254 0.070 -1.471  -0.07
C: 1.147 0.792 -2.217  -0.45
C: 1.300 2.311 -2.307  -0.44
C: 0.708 3.162 -1.204  0.23
C: 0.530 4.524 -1.448  -0.25
C: -0.023 5.330 -0.476  -0.15
C: -0.396 4.759 0.733  -0.26
C: -0.184 3.408 0.907  0.06
N: 0.363 2.621 -0.035  -0.55
H: 2.595 1.202 0.118  0.49
H: 2.119 -1.006 -1.571  0.21
H: 3.233 0.330 -1.885  0.17
H: 0.171 0.518 -1.799  0.24
H: 1.162 0.396 -3.235  0.23
H: 0.835 2.650 -3.235  0.23
H: 2.362 2.567 -2.411  0.22
H: 0.819 4.932 -2.409  0.22
H: -0.172 6.387 -0.657  0.22
H: -0.848 5.342 1.522  0.23
H: -0.456 2.911 1.830  0.22
C: -4.994 -5.635 2.520  -0.63
C: -4.469 -4.337 1.970  -0.02
C: -3.146 -3.959 2.165  -0.16
C: -2.661 -2.768 1.643  -0.20
C: -3.505 -1.945 0.917  -0.35
C: -4.836 -2.292 0.729  -0.17
C: -5.307 -3.484 1.251  -0.22
S: -2.887 -0.438 0.195  2.34
O: -2.345 -0.762 -1.107  -0.98
O: -3.972 0.512 0.243  -0.97
N: -1.644 -0.031 1.103  -1.06
C: -1.698 0.284 2.431  0.38
C: -2.822 0.285 3.274  -0.31
C: -2.639 0.598 4.604  -0.14
C: -1.370 0.913 5.085  -0.32
C: -0.323 0.911 4.183  0.07
N: -0.467 0.611 2.894  -0.56
H: -4.241 -6.140 3.123  0.22
H: -5.288 -6.309 1.713  0.22
H: -5.875 -5.470 3.142  0.22
H: -2.479 -4.604 2.726  0.21
H: -1.632 -2.476 1.801  0.24
H: -5.489 -1.623 0.184  0.24
H: -6.346 -3.758 1.101  0.21
H: -3.801 0.059 2.877  0.24
H: -3.491 0.603 5.273  0.22
H: -1.201 1.158 6.123  0.22
H: 0.683 1.161 4.503  0.19
Cl: 1.682 -4.554 1.442  -0.01
C: 0.286 -4.827 0.446  -0.01
C: -0.284 -6.082 0.443  -0.25
C: -1.410 -6.331 -0.336  -0.20
C: -1.961 -5.307 -1.107  -0.24
C: -1.397 -4.055 -1.101  -0.10
C: -0.241 -3.758 -0.326  -0.18
C: 0.283 -2.465 -0.335  -0.33
H: 0.152 -6.863 1.050  0.23
H: -1.852 -7.318 -0.336  0.21
H: -2.846 -5.493 -1.702  0.22
H: -1.842 -3.245 -1.667  0.23
H: 1.146 -2.189 0.254  0.20
H: -0.243 -1.713 -0.908  0.21

## Properties
Spin multiplicity: 2
Total energy, Ha: -3934.49978
Kohn-Sham gap (alpha / beta), eV: 7.4 / 7.2
Expectation value of S²: 0.7916
Molecular weight, u: 573.605